[1]
This record from OMol25 describes 17 unconnected molecules or ions with the total composition C4H44NO16. The level of theory is ωB97M-V/def2-TZVPD.

Values from the calculation:
ΔE to the lowest compared entry with this formula, charge and spin	0.0	kJ/mol
E_LUMO	-2.540	eV
net charge	+1
HOMO	-12.762	eV
orbital gap	10.22	eV

Each line ends with the Mulliken charge.
Positions of all 65 atoms, in Å:
C1 -0.00332 0.02620 0.97638  0.984
C2 1.00108 0.42947 -0.05883  -0.446
N1 1.87677 1.55403 0.38880  0.302
C3 3.10558 1.11064 1.12358  -0.441
C4 2.86245 0.82950 2.59066  -0.963
H1 -0.59803 -0.81210 0.63437  0.442
H2 -0.68167 0.83915 1.18964  -0.783
H3 0.47244 -0.32246 1.88565  -0.231
H4 1.66198 -0.37316 -0.33636  0.435
H5 0.50262 0.78094 -0.93844  -0.267
H6 1.33103 2.18790 0.97095  0.245
H7 2.15367 2.06405 -0.43749  0.397
H8 3.84849 1.89270 0.98722  0.468
H9 3.50557 0.22793 0.64696  0.344
H10 2.42218 -0.15599 2.75578  0.196
H11 3.81296 0.77126 3.11098  0.430
H12 2.23848 1.56680 3.07698  0.203
H13 -0.53571 3.01528 -0.95144  0.328
H14 0.30914 4.27279 -1.28519  0.321
O1 0.37686 3.36413 -0.96022  -0.604
H15 -3.27118 -0.15382 1.53054  0.304
H16 -2.65896 -1.52193 1.99926  0.404
O2 -3.35267 -1.11621 1.42046  -0.735
H17 2.12032 -2.89676 -1.00150  0.374
H18 2.13004 -2.52354 0.52653  0.363
O3 2.57347 -2.32865 -0.32617  -0.672
H19 -0.39113 2.32807 -5.13962  0.263
H20 0.36004 1.90412 -3.83883  0.313
O4 -0.43423 1.71987 -4.38024  -0.586
H21 0.31809 -2.66067 2.35458  0.320
H22 1.32815 -3.83632 2.39955  0.280
O5 1.18430 -2.98988 1.98983  -0.636
H23 -1.95544 0.61521 -3.48720  0.332
H24 -0.93770 -0.23322 -2.83647  0.275
O6 -1.81109 0.17960 -2.62259  -0.660
H25 -2.90889 2.73251 -1.36247  0.220
H26 -2.01755 1.45435 -1.44882  0.396
O7 -2.14947 2.31165 -0.93314  -0.635
H27 -1.58002 -2.39245 3.81109  0.275
H28 -1.07997 -1.04377 3.31154  0.441
O8 -1.23193 -1.97982 3.00165  -0.739
H29 -3.04472 2.76102 2.09832  0.273
H30 -2.24583 2.27034 0.81931  0.337
O9 -2.29724 2.25001 1.81771  -0.663
H31 0.89119 -4.33695 -2.63970  0.280
H32 0.03931 -3.61460 -1.54533  0.462
O10 0.80423 -3.48440 -2.17910  -0.753
H33 0.60578 -1.98142 -3.02953  0.315
H34 0.20416 -1.25947 -4.39570  0.288
O11 0.44274 -1.09011 -3.45783  -0.701
H35 3.04399 0.78456 -4.16692  0.307
H36 1.81633 0.10822 -3.56347  0.398
O12 2.35854 0.94448 -3.53646  -0.645
H37 -2.02716 -3.31122 -0.71888  0.453
H38 -0.94601 -3.52263 0.35719  0.296
O13 -1.18896 -3.82973 -0.52772  -0.762
H39 -1.63176 1.11516 3.19865  0.354
H40 -0.12710 1.06995 3.35430  0.317
O14 -0.93531 0.60575 3.62862  -0.801
H41 -3.48847 -1.88136 -0.15854  0.446
H42 -3.12157 -1.52803 -1.62546  0.340
O15 -3.34924 -2.28708 -1.04304  -0.777
H43 -0.59451 2.81296 2.03883  0.295
H44 0.54030 3.70608 2.69883  0.247
O16 0.35459 2.86105 2.23794  -0.565

[2]
This record from OMol25 describes a molecular structure, C4H48CaO25. The level of theory is ωB97M-V/def2-TZVPD.

Values from the calculation:
E_LUMO	0.085	eV
HOMO	-10.046	eV
orbital gap	10.13	eV

Each line ends with the Mulliken charge.
Positions of all 78 atoms, in Å:
Ca1 0.22711 -0.34242 -0.39430  1.648
C1 3.74700 1.12691 2.26391  -1.400
C2 2.56366 0.74693 1.32557  0.125
O1 1.60002 1.50615 1.14497  -0.189
O2 2.56176 -0.37253 0.75908  0.252
H1 3.64951 2.07820 2.78920  0.367
H2 4.64797 1.14818 1.62242  0.322
H3 3.89430 0.31798 2.97461  0.349
C3 0.94257 1.93911 -4.12660  -1.552
C4 0.65153 1.13579 -2.89943  0.593
O3 0.96071 -0.06286 -2.75232  -0.600
O4 -0.06538 1.62358 -2.00050  -0.183
H4 1.42722 1.37844 -4.91317  0.311
H5 1.62709 2.68495 -3.68102  0.343
H6 0.10863 2.55141 -4.46596  0.357
O5 -1.45663 -4.20805 0.82444  -0.721
H7 -1.88795 -3.35770 0.88374  0.281
H8 -1.25023 -4.19797 -0.11574  0.329
O6 2.02741 -2.88018 1.73729  -0.690
H9 2.62214 -2.11621 1.66040  0.223
H10 2.28046 -3.38955 2.50307  0.222
O7 -1.62888 -1.21320 3.88554  -0.516
H11 -2.47937 -1.64025 3.96725  0.209
H12 -1.44031 -0.72357 4.69825  0.262
O8 -4.83161 -0.50802 -0.20960  -0.647
H13 -4.55972 0.41824 -0.18705  0.435
H14 -5.59885 -0.57846 0.36929  0.283
O9 -1.18471 1.14035 0.94812  -0.012
H15 -2.14447 1.28811 0.79307  0.101
H16 -0.90772 2.05930 1.08901  0.040
O10 3.60508 2.22707 -1.46830  -0.659
H17 4.16220 1.47001 -1.63483  0.299
H18 3.16804 2.07843 -0.62175  0.301
O11 -0.28880 -1.57083 1.49792  0.031
H19 -0.90431 -1.42896 2.23897  -0.102
H20 0.28348 -2.35057 1.66054  0.372
O12 -0.28464 -1.86902 -4.34486  -0.745
H21 0.42913 -2.43807 -4.02575  0.270
H22 0.05746 -1.03819 -3.90683  0.423
O13 1.70581 -1.70241 4.48571  -0.663
H23 1.25214 -1.12528 3.89340  0.310
H24 1.01324 -1.96580 5.11225  0.321
O14 3.19773 -2.25791 -2.59107  -0.675
H25 4.06867 -2.34833 -2.15306  0.252
H26 3.13011 -1.40336 -2.98057  0.285
O15 -2.08159 -1.12276 -1.14299  -0.402
H27 -2.82381 -0.91472 -0.55866  0.177
H28 -2.48343 -1.10712 -2.03206  0.175
O16 4.96090 -1.24695 -0.31893  -0.648
H29 4.23090 -0.91306 0.23671  0.238
H30 5.82636 -1.01824 0.00563  0.266
O17 1.14953 -2.68476 -0.68929  -0.417
H31 1.36096 -3.16105 0.11536  0.270
H32 1.92998 -2.77111 -1.28346  0.229
O18 -3.10940 -1.22479 -3.86805  -0.593
H33 -2.24740 -1.41501 -4.32391  0.332
H34 -3.79935 -1.67831 -4.37057  0.246
O19 -0.59056 4.52579 -2.36248  -0.757
H35 0.32295 4.70438 -2.65633  0.339
H36 -0.56661 3.56292 -2.23543  0.295
O20 0.89356 3.39062 3.05549  -0.721
H37 1.31730 2.92334 2.28260  0.286
H38 0.20103 3.88538 2.61569  0.292
O21 -3.78395 2.01268 0.30852  -0.728
H39 -4.06942 2.92625 0.47862  0.240
H40 -3.59398 2.00366 -0.65145  0.340
O22 -2.93196 1.57707 -2.29269  -0.751
H41 -2.05193 1.47130 -1.88758  0.483
H42 -2.88834 0.91502 -3.01180  0.282
O23 -4.00837 -3.83858 2.55798  -0.611
H43 -3.24443 -4.22902 2.08761  0.350
H44 -4.72717 -4.48548 2.48852  0.282
O24 0.13881 0.75077 4.06347  -0.715
H45 0.59776 1.59809 3.95816  0.317
H46 -0.18222 0.42783 3.20652  0.287
O25 -1.29023 4.19537 0.43890  -0.551
H47 -2.05678 4.73428 0.62955  0.258
H48 -1.09768 4.37675 -0.49893  0.349

[3]
This record from OMol25 describes a molecular structure, C4H4AuO5. The level of theory is ωB97M-V/def2-TZVPD.

Values from the calculation:
ΔE to the lowest compared entry with this formula, charge and spin	84.5	kJ/mol
spin multiplicity	4
E_LUMO (spin up / spin down)	-0.239 / -2.563	eV
HOMO (spin up / spin down)	-6.355 / -10.417	eV
orbital gap (spin up / spin down)	6.12 / 7.85	eV

Each line ends with the Mulliken charge.
Positions of all 14 atoms, in Å:
O1 1.19760 0.82018 -0.66628  -0.346
C1 0.53697 -0.35673 -0.49915  1.050
C2 2.36420 0.83190 0.14998  -0.233
O2 -1.38904 -0.22899 0.02387  -0.497
O3 0.94763 -0.95502 0.64991  -0.338
C3 2.20275 -0.41130 1.04399  -0.235
H1 2.36995 1.76875 0.72021  0.259
H2 3.25671 0.77792 -0.48729  0.253
H3 2.14621 -0.16529 2.11093  0.254
H4 2.99056 -1.15735 0.87396  0.248
O4 0.35186 -1.09171 -1.51393  -0.455
O5 -3.29430 -1.31086 1.30061  -0.312
C4 -2.67471 -1.18528 0.27655  0.220
Au1 -1.47102 -1.05957 -1.63805  0.132

[4]
This record from OMol25 describes a molecular structure, C4H4BiO. The level of theory is ωB97M-V/def2-TZVPD.

Values from the calculation:
ΔE to the lowest compared entry with this formula, charge and spin	0.0	kJ/mol
E_LUMO (spin up / spin down)	-17.936 / -17.920	eV
net charge	+3
HOMO (spin up / spin down)	-23.318 / -23.336	eV
orbital gap (spin up / spin down)	5.38 / 5.42	eV

Each line ends with the Mulliken charge.
Positions of all 10 atoms, in Å:
H1 1.26602 0.26352 -1.40576  0.377
C1 0.83525 -0.80478 -1.50038  -0.799
C2 0.20286 -0.97115 -0.18531  0.145
C3 -0.12644 0.12883 0.52961  -0.114
C4 -0.72152 1.03775 1.15373  0.865
O1 -1.34159 1.90878 1.70913  -0.526
Bi1 -2.28439 2.68179 3.27020  1.961
H2 0.11225 -0.80173 -2.32069  0.376
H3 1.64127 -1.54659 -1.61347  0.357
H4 0.41628 -1.89642 0.36295  0.359

[5]
This record from OMol25 describes a molecular structure, C4H4Br2. The level of theory is ωB97M-V/def2-TZVPD.

Values from the calculation:
ΔE to the lowest compared entry with this formula, charge and spin	95.5	kJ/mol
E_LUMO	0.739	eV
HOMO	-9.881	eV
orbital gap	10.62	eV

Each line ends with the Mulliken charge.
Positions of all 10 atoms, in Å:
C1 1.15654 -0.12336 0.33296  -0.200
C2 0.12411 0.02156 1.15807  -0.420
C3 0.42393 -0.01158 -1.02219  -0.859
C4 -0.90546 0.16055 -0.03145  0.329
Br1 -2.04027 1.65676 -0.16277  -0.058
Br2 -1.97671 -1.49943 -0.11286  -0.120
H1 2.29160 -0.16166 0.48334  0.320
H2 -0.16024 0.10007 2.27230  0.333
H3 0.68852 0.83578 -1.54261  0.357
H4 0.39798 -0.97868 -1.37479  0.318

[6]
This record from OMol25 describes 2 unconnected molecules or ions with the total composition C4H4Br2O. The level of theory is ωB97M-V/def2-TZVPD.

Values from the calculation:
ΔE to the lowest compared entry with this formula, charge and spin	633.6	kJ/mol
E_LUMO (spin up / spin down)	-2.018 / -1.363	eV
HOMO (spin up / spin down)	-10.252 / -9.360	eV
orbital gap (spin up / spin down)	8.23 / 8.00	eV

Each line ends with the Mulliken charge.
Positions of all 11 atoms, in Å:
C1 -3.22712 0.77724 1.76848  -0.375
C2 -2.31543 1.02746 0.91369  -0.069
C3 -3.37747 0.17660 0.38552  0.239
C4 -0.15254 0.44626 -1.36588  -0.458
O1 0.27778 0.56778 -0.13576  -0.298
Br1 -3.41720 -1.74156 0.27264  -0.051
Br2 -4.84113 1.03076 -0.67908  -0.107
H1 -3.63950 0.42081 2.71090  0.326
H2 -0.92068 1.15986 -1.41114  0.286
H3 -0.76839 -0.44426 -1.75263  0.213
H4 0.65012 0.49970 -2.11686  0.295

[7]
This record from OMol25 describes a molecular structure, C4H4Br3NO. The level of theory is ωB97M-V/def2-TZVPD.

Values from the calculation:
ΔE to the lowest compared entry with this formula, charge and spin	163.2	kJ/mol
E_LUMO	0.006	eV
HOMO	-9.814	eV
orbital gap	9.82	eV

Each line ends with the Mulliken charge.
Positions of all 13 atoms, in Å:
C1 0.40961 -0.07667 -0.13288  0.263
C2 -1.58081 0.18743 -0.65270  -0.385
C3 -1.41305 -0.15778 0.90722  -0.320
C4 2.39151 -0.03168 -0.20079  -0.012
N1 -0.27926 0.10432 -1.17366  -0.369
O1 -0.02259 -0.15052 1.08106  -0.266
Br1 3.03419 -0.09888 -1.91504  0.061
Br2 2.75102 1.57264 0.74216  0.009
Br3 2.88447 -1.59564 0.93629  -0.029
H1 -2.43139 -0.45609 -1.22768  0.262
H2 -1.94074 1.32934 -0.75397  0.212
H3 -2.01499 0.55712 1.54779  0.297
H4 -1.78797 -1.18359 0.84222  0.277

[8]
This record from OMol25 describes 3 unconnected molecules or ions with the total composition C4H4BrCl. The level of theory is ωB97M-V/def2-TZVPD.

Values from the calculation:
ΔE to the lowest compared entry with this formula, charge and spin	348.7	kJ/mol
E_LUMO	0.445	eV
HOMO	-10.142	eV
orbital gap	10.59	eV
SMILES	C#CCl.C#C.Br

Each line ends with the Mulliken charge.
Positions of all 10 atoms, in Å:
C1 0.26171 -0.03954 2.68952  -0.039
C2 1.68489 0.65859 -1.08715  -0.581
C3 1.93698 0.04392 -2.09411  -0.236
C4 0.21083 -0.39393 1.51469  -0.213
Cl1 -0.37896 -1.16537 0.15830  -0.082
Br1 -4.70823 0.14017 -0.47024  -0.203
H1 -3.44790 0.14141 -1.18849  0.199
H2 0.74195 0.02175 3.61921  0.344
H3 1.94181 1.13057 -0.20519  0.434
H4 1.75691 -0.53758 -2.93655  0.377

[9]
This record from OMol25 describes a single C4H4BrClN2 molecule. The level of theory is ωB97M-V/def2-TZVPD.

Values from the calculation:
ΔE to the lowest compared entry with this formula, charge and spin	89.6	kJ/mol
E_LUMO	-0.370	eV
HOMO	-9.720	eV
orbital gap	9.35	eV
SMILES	Cl[C@]1(Br)C=NCC=N1

Each line ends with the Mulliken charge.
Positions of all 12 atoms, in Å:
C1 -0.04974 0.76584 -1.19938  -0.122
C2 0.02391 -0.98614 0.96711  -0.039
C3 -1.36066 0.13765 -0.60408  -0.364
C4 1.15881 -0.16255 0.53865  0.440
N1 -1.17248 -0.75661 0.53047  -0.499
N2 1.10071 0.48626 -0.67787  -0.522
Cl1 2.75779 -1.05229 0.52419  -0.182
Br1 1.27939 1.30638 1.92147  -0.087
H1 -0.10639 1.43547 -1.97141  0.488
H2 0.27964 -1.64204 1.82109  0.341
H3 -2.08244 0.98917 -0.40308  0.281
H4 -1.82853 -0.52115 -1.44715  0.265

[10]
This record from OMol25 describes a single C4H4BrFOS molecule. The level of theory is ωB97M-V/def2-TZVPD.

Values from the calculation:
ΔE to the lowest compared entry with this formula, charge and spin	15.8	kJ/mol
E_LUMO	0.101	eV
HOMO	-8.572	eV
orbital gap	8.67	eV
SMILES	O[C@@]1(Br)CC=C(F)S1

Each line ends with the Mulliken charge.
Positions of all 12 atoms, in Å:
C1 -1.01743 0.52640 -0.84603  -0.405
C2 -0.54531 1.69087 -0.34517  0.391
C3 -0.49164 -0.71943 -0.32085  -0.548
C4 0.73339 -0.39947 0.52079  0.164
O1 0.72822 -1.24715 1.58081  -0.475
F1 -1.03457 2.86236 -0.61809  -0.248
S1 0.76050 1.47558 0.86557  -0.091
Br1 2.63370 -0.64087 -0.46601  -0.184
H1 -1.74300 0.58643 -1.58184  0.417
H2 -1.22559 -1.37806 0.32291  0.241
H3 -0.38324 -1.56027 -1.14640  0.308
H4 1.58495 -1.19639 2.03433  0.430

no.,electronic energy (eV),strongest force on any atom (eV/Å)
1,-39110.6001,1.60
2,-74563.6429,2.27
3,-18132.4183,12.91
4,-12057.9666,6.19
5,-144295.4338,5.47
6,-146337.2834,3.53
7,-217874.4154,6.87
8,-86772.3399,3.11
9,-89756.2313,5.32
10,-89853.9415,3.59